No. 1
# C2H8P2S2

The molecule C2H8P2S2 (ωB97M-V/def2-TZVPD, OMol25).

E_HOMO (alpha / beta) = -4.7 / -8.9 eV
strongest force on any atom = 5.01 eV/Å
multiplicity = 3
calculated total energy = -42445.653 eV
gap between HOMO and LUMO (alpha / beta) = 5.4 / 5.3 eV
<S²> = 2.01

Each line ends with the Löwdin charge.
Geometry (Å):
C (0.51, -0.84, 0.39)  -0.479
C (0.49, 0.76, 0.71)  -0.452
P (-1.07, -1.16, -0.46)  0.523
P (0.55, 2.00, -0.71)  0.179
S (0.12, 3.77, -0.20)  0.116
S (-1.17, -3.13, 0.15)  0.385
H (0.61, -1.24, 1.39)  0.069
H (1.13, -1.23, -0.30)  0.003
H (-0.41, 1.08, 1.12)  0.010
H (1.28, 1.09, 1.42)  0.077
H (-1.70, -0.59, 0.48)  -0.115
H (-0.47, 1.36, -1.56)  -0.050
H (1.78, 1.59, -1.43)  -0.005
H (-1.65, -3.43, -0.99)  -0.259

***

No. 2
# C3H10NP2

C3H10NP2 as an isolated structure (ωB97M-V/def2-TZVPD, OMol25).

E_HOMO (alpha / beta) = -14.2 / -14.2 eV
strongest force on any atom = 7.45 eV/Å
charge = +1
calculated total energy = -23329.447 eV
gap between HOMO and LUMO (alpha / beta) = 6.7 / 6.7 eV

Each line ends with the Löwdin charge.
Geometry (Å):
C (1.32, 1.36, -0.54)  -0.191
C (0.21, -0.49, 1.62)  -0.172
C (0.21, -1.46, -1.04)  -0.152
N (-1.17, 1.13, -0.46)  -0.304
P (-2.98, 0.30, 0.60)  1.021
P (0.07, 0.17, -0.11)  0.585
H (1.24, 1.61, -1.62)  0.085
H (2.30, 1.08, -0.47)  0.025
H (1.12, 2.31, -0.02)  0.081
H (-0.70, -0.15, 2.20)  0.041
H (1.12, -0.35, 2.09)  0.041
H (0.20, -1.48, 1.52)  -0.011
H (1.19, -1.97, -0.68)  0.110
H (0.38, -1.15, -2.00)  -0.001
H (-0.76, -2.00, -0.92)  0.069
H (-3.74, 1.09, -0.16)  -0.226

***

No. 3
# C4H6F3NO2S

The molecule C4H6F3NO2S (ωB97M-V/def2-TZVPD, OMol25).

E_HOMO = -9.6 eV
strongest force on any atom = 3.13 eV/Å
calculated total energy = -28815.169 eV
gap between HOMO and LUMO = 9.4 eV

Each line ends with the Löwdin charge.
Geometry (Å):
C (-0.81, 2.23, -0.05)  -0.247
C (-1.42, -2.02, 0.26)  -0.141
C (-0.31, 1.49, -1.06)  -0.320
C (2.14, -0.30, 0.10)  -0.851
N (-0.96, -0.58, 0.05)  -0.444
O (-1.22, 1.71, 1.05)  -0.001
O (1.55, -0.74, -0.99)  -0.159
F (1.46, -0.51, 1.22)  0.130
F (2.34, 1.06, 0.11)  0.097
F (3.33, -0.83, 0.29)  0.170
S (-0.26, -0.22, -1.26)  1.142
H (-0.67, 3.30, -0.01)  0.132
H (-2.54, -2.19, 0.04)  0.091
H (-0.76, -2.86, -0.30)  0.111
H (-1.02, -2.10, 1.29)  0.066
H (0.31, 1.96, -1.83)  0.081
H (-1.16, 0.59, 1.09)  0.143

***

No. 4
# C26H62N2O25S5

A 9-piece molecular cluster, C26H62N2O25S5 overall (ωB97M-V/def2-TZVPD, OMol25).

E_HOMO = -8.7 eV
strongest force on any atom = 9.52 eV/Å
calculated total energy = -136289.992 eV
gap between HOMO and LUMO = 8.2 eV

Each line ends with the Löwdin charge.
Geometry (Å):
C (5.65, 3.41, -0.87)  0.037
N (4.71, 2.28, -0.55)  -0.320
C (5.34, 1.66, 0.64)  0.007
C (3.42, 2.88, -0.08)  0.033
C (4.62, 1.29, -1.66)  -0.047
C (3.59, 0.17, -1.41)  -0.188
O (3.97, -0.91, -2.17)  0.020
H (5.82, 3.98, 0.07)  0.127
H (5.01, 3.99, -1.77)  0.186
H (6.47, 2.84, -1.15)  0.073
H (5.77, 2.24, 1.29)  0.052
H (6.16, 0.97, 0.40)  0.148
H (4.68, 1.22, 1.28)  0.087
H (3.20, 3.78, -0.75)  0.131
H (3.53, 3.12, 0.85)  0.041
H (2.64, 2.18, -0.10)  0.071
H (5.47, 0.91, -1.85)  0.076
H (4.48, 1.73, -2.52)  0.101
H (2.64, 0.56, -1.75)  0.130
H (3.57, -0.25, -0.54)  0.050
H (3.31, -1.48, -2.36)  -0.019
N (0.18, 0.35, 0.08)  -0.633
O (0.37, 1.47, 0.43)  -0.026
O (0.09, 0.10, -1.13)  -0.047
O (-0.05, -0.58, 0.91)  -0.078
O (2.75, -6.57, 0.21)  -0.252
S (2.27, -5.57, -0.64)  0.598
O (0.95, -5.07, -0.88)  -0.285
O (3.02, -4.27, 0.04)  -0.278
C (2.22, -3.41, 0.86)  -0.354
C (3.01, -2.57, 1.65)  -0.102
C (3.11, -5.75, -2.20)  -0.142
H (1.76, -4.27, 1.36)  0.106
H (1.28, -2.97, 0.32)  0.146
H (3.90, -3.09, 2.27)  0.138
H (2.67, -1.73, 2.41)  0.112
H (3.40, -1.74, 0.97)  0.066
H (3.01, -4.88, -2.81)  0.013
H (2.54, -6.61, -2.92)  0.158
H (4.18, -6.07, -2.06)  0.084
O (-2.64, -2.82, 2.61)  -0.280
S (-1.85, -3.64, 3.49)  0.543
O (-0.85, -4.55, 3.01)  -0.262
O (-1.09, -2.72, 4.52)  -0.225
C (0.12, -2.24, 4.11)  -0.336
C (0.70, -1.31, 5.01)  -0.034
C (-2.94, -4.48, 4.50)  -0.165
H (-0.08, -1.84, 3.10)  0.111
H (0.57, -3.12, 3.81)  0.085
H (1.34, -1.75, 5.94)  0.164
H (0.06, -0.92, 5.55)  -0.026
H (1.10, -0.41, 4.70)  0.072
H (-2.27, -5.21, 5.16)  0.121
H (-3.54, -5.28, 4.06)  0.067
H (-3.57, -3.54, 5.08)  0.167
O (1.90, 6.07, 3.17)  -0.287
S (1.76, 6.31, 1.73)  0.587
O (2.48, 5.54, 0.77)  -0.306
O (0.15, 5.95, 1.46)  -0.277
C (-0.44, 4.80, 2.10)  -0.246
C (-1.97, 4.80, 1.66)  -0.050
C (1.95, 7.92, 1.36)  -0.194
H (-0.54, 5.00, 3.16)  0.100
H (-0.01, 3.79, 1.91)  0.121
H (-2.41, 5.87, 1.62)  0.104
H (-2.46, 4.20, 2.49)  0.089
H (-2.08, 4.59, 0.61)  0.029
H (2.91, 8.37, 1.70)  0.093
H (1.23, 8.29, 2.14)  0.080
H (1.54, 8.29, 0.16)  0.203
O (-4.27, -2.46, -1.33)  -0.294
S (-4.61, -1.08, -0.99)  0.576
O (-4.59, -0.03, -1.92)  -0.259
O (-6.15, -1.18, -0.48)  -0.269
C (-6.92, -1.93, -1.48)  -0.283
C (-8.36, -1.83, -1.09)  -0.097
C (-3.80, -0.51, 0.43)  -0.134
H (-6.63, -2.98, -1.52)  0.120
H (-6.78, -1.33, -2.28)  0.071
H (-8.71, -2.62, -0.26)  0.115
H (-8.98, -1.79, -2.02)  0.078
H (-8.58, -0.73, -0.58)  0.132
H (-3.76, -1.23, 1.23)  0.044
H (-4.19, 0.52, 0.53)  0.080
H (-2.67, -0.29, 0.19)  0.112
O (1.02, -4.38, -4.28)  -0.275
S (0.78, -3.02, -3.98)  0.598
O (1.88, -2.31, -3.44)  -0.279
O (0.51, -2.31, -5.43)  -0.234
C (1.46, -2.61, -6.44)  -0.338
C (0.98, -2.12, -7.80)  -0.089
C (-0.68, -2.75, -3.02)  -0.104
H (1.80, -3.75, -6.59)  0.145
H (2.53, -2.46, -6.28)  0.110
H (1.01, -1.05, -7.77)  0.053
H (-0.08, -2.42, -8.15)  0.107
H (1.65, -2.67, -8.57)  0.101
H (-1.30, -1.92, -3.34)  0.068
H (-0.40, -2.69, -1.86)  0.132
H (-1.25, -3.68, -3.17)  0.073
C (-2.07, 0.79, 3.25)  -0.070
C (-3.47, 0.29, 3.92)  -0.103
O (-3.19, 0.60, 5.25)  0.034
C (-1.99, 1.15, 5.47)  -0.608
O (-1.75, 1.40, 6.61)  0.142
O (-1.27, 1.24, 4.36)  0.061
H (-2.27, 1.56, 2.49)  0.105
H (-1.40, -0.07, 2.77)  0.135
H (-3.61, -0.79, 3.83)  0.093
H (-4.42, 0.84, 3.57)  0.150
C (-1.14, 3.43, -2.05)  -0.159
C (-2.22, 2.44, -2.03)  -0.068
O (-3.10, 3.18, -2.91)  0.114
C (-2.59, 4.18, -3.53)  -0.599
O (-3.06, 4.87, -4.46)  0.103
O (-1.32, 4.25, -3.17)  0.094
H (-0.03, 3.13, -1.79)  0.169
H (-1.05, 3.99, -1.23)  0.056
H (-2.60, 2.43, -1.02)  0.120
H (-2.12, 1.41, -2.19)  0.102

***

No. 5
# C15H35CaF2N6O9S2

C15H35CaF2N6O9S2 as an isolated structure (ωB97M-V/def2-TZVPD, OMol25).

E_HOMO = -12.1 eV
strongest force on any atom = 6.62 eV/Å
charge = +1
calculated total energy = -89034.347 eV
gap between HOMO and LUMO = 9.9 eV

Each line ends with the Löwdin charge.
Geometry (Å):
Ca (0.52, 0.16, 0.39)  1.434
N (2.03, -0.82, 1.66)  -0.406
S (2.08, -1.94, 2.78)  0.481
O (3.01, -1.89, 3.89)  -0.247
O (1.81, -3.24, 2.21)  -0.282
F (0.61, -1.60, 3.46)  -0.223
S (3.76, -1.03, 1.28)  0.618
O (4.14, -2.08, 0.37)  -0.249
O (4.79, -0.46, 2.16)  -0.251
F (3.70, 0.16, 0.26)  -0.201
C (-1.17, -3.95, 1.20)  0.028
C (-1.78, -2.74, 0.57)  -0.516
O (-1.11, -1.70, 0.33)  -0.086
N (-3.07, -2.67, 0.38)  0.042
C (-3.92, -1.57, -0.12)  -0.024
H (-0.84, -3.72, 2.22)  0.094
H (-0.40, -4.31, 0.52)  0.092
H (-1.84, -4.81, 1.13)  0.085
H (-3.49, -3.52, 0.73)  0.139
H (-5.00, -1.68, 0.04)  0.090
H (-3.82, -1.52, -1.20)  0.083
H (-3.65, -0.60, 0.29)  0.068
C (0.08, -2.76, -2.76)  0.023
C (1.32, -2.27, -1.95)  -0.526
O (1.29, -1.23, -1.36)  -0.072
N (2.38, -3.07, -1.87)  0.049
C (2.57, -4.28, -2.69)  -0.037
H (-0.30, -3.69, -2.33)  0.077
H (0.22, -2.92, -3.83)  0.087
H (-0.73, -2.05, -2.60)  0.060
H (3.13, -2.82, -1.24)  0.103
H (3.41, -4.80, -2.23)  0.096
H (2.78, -4.02, -3.73)  0.089
H (1.65, -4.85, -2.62)  0.078
C (1.23, 3.27, -2.31)  0.040
C (1.85, 2.94, -0.90)  -0.451
O (1.28, 2.18, -0.13)  -0.137
N (3.00, 3.55, -0.53)  0.040
C (3.61, 3.44, 0.79)  -0.046
H (1.75, 4.06, -2.86)  0.078
H (0.16, 3.45, -2.35)  0.077
H (1.38, 2.34, -2.85)  0.084
H (3.47, 4.16, -1.17)  0.145
H (3.62, 4.44, 1.21)  0.094
H (4.59, 2.95, 0.79)  0.093
H (3.10, 2.78, 1.49)  0.072
C (0.68, 1.88, 3.86)  0.037
C (-0.68, 1.75, 3.08)  -0.456
O (-0.56, 1.25, 1.97)  -0.124
N (-1.80, 2.33, 3.53)  0.026
C (-3.10, 2.33, 2.90)  -0.047
H (0.53, 2.14, 4.91)  0.078
H (1.33, 2.67, 3.46)  0.079
H (1.31, 0.99, 3.87)  0.067
H (-1.71, 3.04, 4.25)  0.148
H (-3.10, 3.28, 2.36)  0.094
H (-3.94, 2.05, 3.53)  0.098
H (-3.06, 1.56, 2.13)  0.068
C (-1.50, 0.72, -3.57)  0.008
C (-1.82, 1.17, -2.17)  -0.508
O (-1.09, 0.83, -1.24)  -0.064
N (-2.81, 2.11, -2.10)  0.029
C (-3.44, 2.63, -0.91)  -0.056
H (-1.56, 1.54, -4.30)  0.091
H (-2.19, -0.03, -3.94)  0.089
H (-0.57, 0.15, -3.58)  0.079
H (-3.18, 2.34, -3.01)  0.137
H (-4.28, 3.31, -1.05)  0.099
H (-2.70, 2.86, -0.15)  0.077
H (-3.97, 1.84, -0.36)  0.066

***

No. 6
# C3H9N2

An isolated ion of composition C3H9N2 and charge +1 (ωB97M-V/def2-TZVPD, OMol25).

E_HOMO = -14.2 eV
strongest force on any atom = 6.80 eV/Å
charge = +1
calculated total energy = -6229.088 eV
gap between HOMO and LUMO = 10.1 eV
SMILES = CN(C)C=[NH2+]

Each line ends with the Löwdin charge.
Geometry (Å):
C (-0.62, 1.24, -0.17)  -0.078
N (-0.16, -0.12, -0.06)  -0.176
C (-1.37, -0.90, -0.09)  -0.077
C (1.19, -0.72, 0.11)  -0.003
N (2.29, -0.07, 0.26)  0.181
H (0.25, 1.87, -0.15)  0.070
H (-1.31, 1.52, -1.10)  0.154
H (-1.44, 1.52, 0.56)  0.121
H (-2.19, -0.36, -0.50)  0.081
H (-1.32, -1.90, -0.52)  0.110
H (-1.63, -0.99, 0.98)  0.115
H (1.12, -1.85, 0.09)  0.185
H (3.22, -0.52, 0.42)  0.170
H (2.42, 0.94, 0.32)  0.147